# 1
Molecular formula: C28H22BrCl5N6O2Pt
Method: DFT, ωB97M-V/def2-TZVPD

Last column: Löwdin charge in e.
Geometry (Å):
Pt1 0.586 1.272 0.184  1.0189
Cl1 -1.974 -2.839 5.876  0.6559
C1 -1.446 -2.428 4.287  -0.7316
C2 -0.956 -1.161 4.011  -0.7144
Cl2 -0.881 0.028 5.261  0.6799
C3 -0.524 -0.849 2.729  -0.5188
Cl3 0.077 0.785 2.450  0.7363
C4 -0.523 -1.760 1.638  -0.5462
O1 -0.119 -1.471 0.477  -0.1627
C5 -1.061 -3.045 1.975  -0.6251
Cl4 -1.146 -4.185 0.686  0.7020
C6 -1.499 -3.365 3.245  -0.7046
Cl5 -2.131 -4.937 3.563  0.6790
Br1 2.749 -6.041 -0.757  0.7463
C7 3.784 -4.651 -1.511  -0.6903
C8 5.156 -4.639 -1.323  -0.1198
C9 5.901 -3.609 -1.877  -0.0336
C10 5.281 -2.577 -2.571  -0.2863
C11 3.904 -2.626 -2.787  -0.0198
C12 3.156 -3.664 -2.258  -0.1024
N1 6.178 -1.600 -3.119  0.0666
N2 5.866 -0.420 -3.332  0.0755
C13 4.697 0.185 -2.779  -0.2490
C14 4.023 1.047 -3.612  -0.0154
C15 2.797 1.633 -3.268  0.0085
C16 2.236 1.373 -2.035  -0.3420
O2 1.071 1.855 -1.650  -0.2119
C17 2.984 0.566 -1.124  -0.1365
N3 2.416 0.399 0.109  -0.0692
C18 3.052 -0.269 1.041  -0.0951
C19 4.342 -0.779 0.824  -0.0120
C20 4.926 -0.636 -0.401  0.0143
C21 4.226 0.003 -1.450  -0.1069
H1 5.638 -5.430 -0.765  0.1015
H2 6.978 -3.586 -1.771  0.1159
H3 3.405 -1.870 -3.376  0.1211
H4 2.087 -3.700 -2.415  0.1083
H5 4.450 1.225 -4.592  0.1180
H6 2.279 2.281 -3.961  0.1184
H7 2.537 -0.405 1.982  0.0995
H8 4.855 -1.276 1.635  0.1147
H9 5.929 -1.002 -0.569  0.1202
C22 -4.641 0.039 0.428  -0.1497
C23 -3.426 -0.709 -0.077  -0.1545
N4 -2.280 0.187 -0.136  0.0963
C24 -2.326 1.526 -0.072  -0.3539
N5 -1.200 2.210 0.046  -0.1571
C25 -1.213 3.666 -0.040  -0.2207
C26 -2.504 4.229 0.519  -0.1581
C27 -3.657 3.580 -0.217  -0.1505
N6 -3.544 2.133 -0.124  -0.0406
C28 -4.744 1.338 -0.347  -0.1456
H10 -4.530 0.264 1.491  0.1255
H11 -5.541 -0.561 0.299  0.1199
H12 -3.623 -1.121 -1.071  0.1261
H13 -3.168 -1.544 0.576  0.1150
H14 -1.363 -0.268 -0.068  0.0679
H15 -1.080 3.978 -1.082  0.1208
H16 -0.353 4.042 0.512  0.1042
H17 -2.539 5.312 0.402  0.1186
H18 -2.575 3.996 1.584  0.1232
H19 -3.659 3.897 -1.267  0.1314
H20 -4.617 3.868 0.214  0.1211
H21 -4.882 1.133 -1.415  0.1329
H22 -5.595 1.932 -0.014  0.1209

Relative energy (zero: lowest compared OMol25 entry of this formula, charge and spin): 8.5 kcal/mol
Orbital gap: 7.1 eV
Multiplicity: 1
Highest occupied orbital energy: -0.280 Eh
E: -178330.26370 eV

=====

# 2
Molecular formula: C28H22IN5O6Ru
Method: DFT, ωB97M-V/def2-TZVPD

Last column: Löwdin charge in e.
Geometry (Å):
Ru1 0.182 -0.010 0.472  1.4611
C1 -5.155 0.735 0.594  -0.0517
C2 -4.651 -0.009 1.654  -0.0576
C3 -3.452 -0.682 1.529  -0.0277
C4 -2.731 -0.601 0.329  -0.2896
C5 -3.249 0.137 -0.740  -0.0176
C6 -4.453 0.797 -0.603  -0.0516
N1 -1.481 -1.210 0.213  0.0012
C7 -1.259 -2.505 0.535  -0.2276
C8 -2.266 -3.474 0.685  0.0226
C9 -1.926 -4.785 0.943  -0.0486
C10 -0.589 -5.157 1.047  -0.0342
C11 0.426 -4.216 0.907  -0.0052
C12 0.102 -2.896 0.648  -0.2010
N2 1.040 -1.865 0.501  -0.1054
N3 2.277 -2.249 0.449  0.0926
C13 3.316 -1.433 0.461  -0.2401
C14 4.593 -2.033 0.344  0.0247
C15 5.736 -1.300 0.441  -0.0162
C16 5.651 0.096 0.654  -0.0194
C17 4.433 0.674 0.754  -0.0041
N4 3.269 -0.051 0.644  0.0551
H1 -6.085 1.275 0.704  0.1127
H2 -5.193 -0.058 2.589  0.1119
H3 -3.028 -1.234 2.358  0.1176
H4 -2.705 0.168 -1.676  0.1188
H5 -4.832 1.383 -1.429  0.1192
H6 -3.300 -3.177 0.572  0.1253
H7 -2.702 -5.529 1.056  0.1166
H8 -0.331 -6.191 1.232  0.1175
H9 1.466 -4.489 1.002  0.1111
H10 4.607 -3.102 0.195  0.1270
H11 6.705 -1.774 0.364  0.1234
H12 6.539 0.704 0.733  0.1219
H13 4.275 1.729 0.923  0.1379
O1 2.067 1.790 1.203  0.0367
C18 2.045 0.652 0.799  -0.4260
O2 -2.084 3.351 -0.481  0.0942
C19 -1.195 2.551 -0.669  -0.5724
O3 -0.651 1.826 0.273  -0.1871
C20 -0.593 2.457 -2.074  -0.1341
C21 0.029 1.324 -2.577  -0.0668
C22 0.519 1.267 -3.884  0.0163
C23 0.373 2.396 -4.647  -0.2089
O4 0.745 2.602 -5.939  0.0452
C24 0.301 3.914 -6.283  -0.1168
O5 -0.245 4.506 -5.110  0.0484
C25 -0.235 3.546 -4.145  -0.1892
C26 -0.739 3.600 -2.872  0.0807
H14 0.110 0.428 -1.966  0.0657
H15 0.979 0.377 -4.291  0.1223
H16 -0.468 3.852 -7.058  0.1411
H17 1.144 4.507 -6.641  0.1403
H18 -1.247 4.470 -2.482  0.1372
N5 0.144 1.612 3.637  0.2203
C27 0.125 0.283 3.693  -0.6316
O6 -0.352 -0.408 2.780  -0.1064
C28 0.671 -0.355 4.951  -0.5316
I1 1.793 -2.105 4.448  0.8487
H19 -0.200 2.072 2.803  0.1120
H20 0.556 2.182 4.354  0.1275
H21 -0.149 -0.678 5.587  0.0639
H22 1.324 0.312 5.504  0.0498

Orbital gap (spin up / spin down): 6.9 / 4.6 eV
Multiplicity: 6
Net charge: +1
Highest occupied orbital energy (spin up / spin down): -0.375 / -0.375 Eh
E: -59802.94954 eV

=====

# 3
Molecular formula: C28H23AsF12N3O8S2Tc
Method: DFT, ωB97M-V/def2-TZVPD

Last column: Löwdin charge in e.
Geometry (Å):
Tc1 -0.648 0.682 0.571  1.6611
C1 -5.966 -3.610 -0.847  0.0078
C2 -4.789 -2.711 -0.954  -0.1507
C3 -3.711 -3.027 -1.786  0.0343
C4 -2.629 -2.195 -1.854  0.0642
C5 -2.559 -1.002 -1.059  -0.1637
N1 -1.428 -0.266 -1.120  0.0421
C6 -0.799 -0.236 -2.334  -0.2224
C7 -1.614 -0.095 -3.490  0.0496
C8 -1.049 0.052 -4.734  0.0271
C9 0.335 0.038 -4.877  -0.1746
C10 0.985 0.186 -6.211  -0.0015
C11 1.146 -0.119 -3.729  0.0774
C12 0.622 -0.227 -2.471  -0.0507
C13 1.482 -0.513 -1.252  -0.2364
O1 0.937 0.064 -0.108  -0.2787
C14 2.910 0.117 -1.333  -0.5671
F1 3.537 -0.018 -0.182  0.2113
F2 3.647 -0.450 -2.291  0.1840
F3 2.781 1.418 -1.610  0.1815
C15 1.555 -2.055 -1.022  -0.5473
F4 0.302 -2.536 -0.918  0.1708
F5 2.202 -2.355 0.087  0.2186
F6 2.135 -2.649 -2.059  0.2066
C16 -3.649 -0.709 -0.167  -0.0210
C17 -4.732 -1.534 -0.166  0.0856
C18 -3.675 0.587 0.615  -0.2231
O2 -2.380 0.995 0.929  -0.2562
C19 -4.298 1.705 -0.272  -0.5612
F7 -3.541 1.822 -1.383  0.1404
F8 -5.528 1.390 -0.650  0.2090
F9 -4.299 2.863 0.359  0.2231
C20 -4.399 0.462 2.002  -0.5680
F10 -4.026 1.455 2.788  0.2206
F11 -5.722 0.502 1.845  0.1946
F12 -4.062 -0.692 2.567  0.1995
H1 -6.090 -4.226 -1.735  0.1012
H2 -6.879 -3.048 -0.652  0.1057
H3 -5.818 -4.283 0.006  0.1256
H4 -3.718 -3.951 -2.348  0.1423
H5 -1.756 -2.488 -2.418  0.1354
H6 -2.683 0.011 -3.359  0.1386
H7 -1.682 0.209 -5.597  0.1382
H8 0.268 0.431 -6.990  0.0945
H9 1.484 -0.750 -6.480  0.1144
H10 1.761 0.954 -6.179  0.1073
H11 2.214 -0.173 -3.875  0.1408
H12 -5.589 -1.296 0.449  0.1443
O3 1.212 1.572 4.605  -0.1718
As1 1.589 0.939 3.048  0.9966
O4 2.794 1.761 2.345  -0.3864
O5 0.176 1.460 2.061  -0.5692
C21 1.878 -0.948 3.116  -0.2536
C22 3.219 -1.294 3.177  -0.0629
C23 3.571 -2.638 3.264  -0.0314
C24 2.596 -3.620 3.271  -0.0278
C25 1.249 -3.278 3.188  -0.0256
C26 0.899 -1.944 3.117  -0.2813
S1 -0.796 -1.494 2.992  0.5566
O6 -0.970 -0.317 3.804  -0.2952
O7 -1.632 -2.628 3.185  -0.2336
O8 -0.877 -1.093 1.487  -0.4588
H13 0.406 1.180 4.977  0.0619
H14 3.979 -0.523 3.159  0.1180
H15 4.616 -2.912 3.331  0.1233
H16 2.880 -4.661 3.344  0.1235
H17 0.473 -4.032 3.198  0.1256
C27 1.711 6.023 -0.712  -0.0244
N2 0.873 4.868 -1.031  -0.0312
C28 0.646 3.863 -0.198  -0.7098
N3 1.198 3.824 0.988  0.1887
S2 -0.454 2.633 -0.803  0.7962
H18 1.929 6.551 -1.634  0.1012
H19 2.659 5.696 -0.285  0.0964
H20 1.204 6.698 -0.022  0.1061
H21 0.360 4.869 -1.898  0.1286
H22 1.893 4.499 1.269  0.1301
H23 1.129 2.967 1.531  0.0354

Relative energy (zero: lowest compared OMol25 entry of this formula, charge and spin): 3.9 kcal/mol
Orbital gap: 5.1 eV
Multiplicity: 1
Net charge: +2
Highest occupied orbital energy: -0.535 Eh
E: -167563.42497 eV

=====

# 4
Molecular formula: C28H23BBrKN10O4
Method: DFT, ωB97M-V/def2-TZVPD

Last column: Löwdin charge in e.
Geometry (Å):
K1 -0.242 -2.140 -0.605  0.7995
C1 -2.078 0.315 -4.106  -0.0660
C2 -1.083 -0.447 -3.486  -0.1676
N1 -1.223 -0.421 -2.174  -0.0558
N2 -2.278 0.350 -1.908  -0.0146
C3 -2.824 0.799 -3.059  -0.0869
B1 -3.004 0.396 -0.550  -0.6989
N3 -3.819 -0.901 -0.479  0.0001
C4 -5.120 -1.153 -0.686  -0.0905
C5 -5.303 -2.516 -0.619  -0.0835
C6 -4.022 -3.020 -0.378  -0.1661
N4 -3.142 -2.040 -0.298  0.0351
N5 -2.145 0.438 0.731  0.0082
C7 -2.584 1.040 1.854  -0.0726
C8 -1.773 0.662 2.894  -0.0585
C9 -0.854 -0.206 2.304  -0.1697
N6 -1.091 -0.329 1.010  -0.0260
N7 -3.827 1.688 -0.546  -0.0379
C10 -3.283 2.885 -0.849  -0.1109
C11 -4.215 3.857 -0.584  -0.0746
C12 -5.322 3.144 -0.112  -0.1746
N8 -5.077 1.846 -0.092  0.0649
H1 -2.231 0.484 -5.154  0.0829
H2 -0.266 -0.997 -3.937  0.1073
H3 -3.701 1.425 -3.067  0.1215
H4 -5.818 -0.349 -0.843  0.0970
H5 -6.222 -3.072 -0.722  0.0800
H6 -3.706 -4.047 -0.255  0.1001
H7 -3.453 1.684 1.868  0.1159
H8 -1.843 0.973 3.923  0.0856
H9 -0.036 -0.734 2.770  0.0973
H10 -2.282 2.965 -1.241  0.0774
H11 -4.104 4.920 -0.698  0.0824
H12 -6.284 3.519 0.205  0.0921
C13 3.781 0.097 -1.512  -0.0101
C14 3.655 -1.338 -1.158  -0.3797
N9 2.546 -2.026 -1.062  0.1240
C15 2.913 -3.305 -0.720  -0.1450
C16 4.286 -3.375 -0.607  -0.0744
N10 4.730 -2.118 -0.889  0.1745
C17 5.295 -4.459 -0.303  -0.6000
O1 4.826 -5.610 -0.057  0.0085
O2 6.476 -4.117 -0.326  0.0125
C18 1.917 -4.387 -0.552  -0.5329
O3 2.358 -5.558 -0.225  0.0961
O4 0.724 -4.169 -0.717  -0.1279
H13 2.836 0.454 -1.908  0.0454
H14 4.564 0.232 -2.259  0.0809
H15 4.044 0.692 -0.633  0.0786
H16 5.715 -1.897 -0.887  0.1637
H17 3.462 -5.618 -0.141  0.0621
Br1 0.548 2.243 -1.141  0.8725
C19 1.405 2.781 0.463  -0.5802
C20 1.491 4.106 0.776  -0.1266
C21 2.149 4.501 1.952  -0.0831
C22 2.747 3.575 2.760  -0.0404
C23 2.690 2.200 2.448  -0.1640
C24 3.314 1.206 3.232  -0.0420
C25 3.192 -0.122 2.935  -0.0623
C26 2.418 -0.537 1.826  -0.0991
C27 1.863 0.418 1.056  0.0388
C28 1.965 1.783 1.288  -0.2220
H18 1.055 4.842 0.116  0.0974
H19 2.188 5.556 2.203  0.1033
H20 3.265 3.885 3.661  0.1104
H21 3.891 1.516 4.097  0.1100
H22 3.668 -0.875 3.551  0.1085
H23 2.283 -1.594 1.622  0.1100

Relative energy (zero: lowest compared OMol25 entry of this formula, charge and spin): 0.0 kcal/mol
Orbital gap (spin up / spin down): 8.4 / 7.9 eV
Multiplicity: 2
Net charge: -1
Highest occupied orbital energy (spin up / spin down): -0.234 / -0.232 Eh
E: -139550.15815 eV

=====

Q: Among the records above, which one has the highest E?
A: C28H22IN5O6Ru

=====

Q: Look up the E of the first one.
A: -178330.26370 eV

=====

Q: Among the records above, which one has the highest E?
A: C28H22IN5O6Ru